(1)
{"formula": "C29H30ClFNO3S", "method": "the ωB97M-V functional and the def2-TZVPD basis", "homo_lumo_gap_ev": 4.97, "e_tot_ha": -2361.7270, "total_charge": -1, "lumo_energy_ev": 1.44, "fmax_ha_per_bohr": 0.0653, "homo_energy_ev": -3.5, "species": ["C", "C", "C", "C", "C", "C", "C", "C", "C", "C", "C", "F", "C", "C", "C", "C", "C", "C", "C", "C", "C", "C", "O", "H", "H", "H", "H", "H", "H", "H", "H", "H", "H", "H", "H", "H", "H", "H", "H", "H", "H", "H", "H", "H", "H", "H", "H", "H", "N", "C", "C", "C", "C", "C", "S", "C", "Cl", "O", "O", "C", "C", "H", "H", "H", "H", "H"], "coordinates": [[-4.393, -1.924, 3.172], [-3.756, -2.186, 1.802], [-3.496, -3.684, 1.667], [-4.728, -1.775, 0.696], [-2.448, -1.385, 1.664], [-1.310, -1.903, 1.131], [-0.085, -1.158, 1.115], [0.998, -1.570, 0.326], [2.344, -1.420, 0.826], [2.975, -0.161, 1.006], [4.157, -0.123, 1.739], [4.735, 1.099, 1.992], [4.752, -1.262, 2.283], [4.183, -2.508, 1.997], [3.026, -2.595, 1.239], [-0.035, 0.016, 1.943], [-1.167, 0.736, 2.198], [-1.139, 2.239, 2.552], [-1.730, 3.051, 1.395], [0.292, 2.732, 2.769], [-1.945, 2.503, 3.825], [-2.462, 0.065, 1.957], [-3.530, 0.721, 1.896], [-4.695, -0.877, 3.261], [-5.270, -2.569, 3.286], [-3.675, -2.154, 3.967], [-3.167, -3.936, 0.654], [-2.740, -4.013, 2.390], [-4.425, -4.229, 1.869], [-4.288, -1.979, -0.285], [-5.657, -2.345, 0.791], [-4.942, -0.705, 0.764], [-1.291, -2.925, 0.733], [0.812, -2.334, -0.424], [2.514, 0.744, 0.599], [5.640, -1.174, 2.895], [4.630, -3.420, 2.393], [2.550, -3.554, 1.017], [0.937, 0.372, 2.285], [-2.771, 2.766, 1.228], [-1.679, 4.118, 1.630], [-1.165, 2.872, 0.475], [0.756, 2.231, 3.628], [0.913, 2.576, 1.878], [0.270, 3.809, 2.975], [-1.523, 1.928, 4.657], [-1.895, 3.569, 4.072], [-2.988, 2.213, 3.676], [4.920, 3.097, -8.673], [4.296, 2.629, -7.796], [3.527, 2.029, -6.741], [2.936, 2.816, -5.744], [2.145, 2.217, -4.757], [1.900, 0.840, -4.805], [0.488, 0.101, -3.891], [0.611, 0.006, -2.118], [-0.699, 0.727, -1.327], [-0.580, 0.967, -4.311], [0.483, -1.301, -4.268], [2.567, 0.041, -5.735], [3.353, 0.639, -6.726], [3.083, 3.899, -5.746], [1.733, 2.823, -3.954], [0.858, -1.005, -1.818], [2.463, -1.041, -5.696], [3.825, 0.023, -7.496]], "lowdin_charge": [-0.049, -0.555, -0.076, -0.044, -0.075, 0.030, -0.225, -0.021, -0.203, 0.045, -0.247, 0.026, -0.027, -0.088, -0.037, 0.022, -0.078, -0.545, -0.049, -0.069, -0.052, -0.266, 0.024, 0.077, 0.081, 0.089, 0.081, 0.089, 0.082, 0.094, 0.083, 0.077, 0.122, 0.124, 0.132, 0.108, 0.102, 0.115, 0.103, 0.078, 0.082, 0.055, 0.088, 0.085, 0.085, 0.086, 0.081, 0.076, 0.125, -0.189, -0.254, -0.029, -0.045, -0.241, 0.546, -0.806, 0.592, -0.370, -0.387, -0.051, -0.029, 0.117, 0.120, -0.042, 0.109, 0.117]}


(2)
{"formula": "C19H36InNO5P", "method": "the ωB97M-V functional and the def2-TZVPD basis", "homo_lumo_gap_ev": 6.44, "e_tot_ha": -1707.9515, "total_charge": -1, "lumo_energy_ev": 2.52, "fmax_ha_per_bohr": 0.0479, "homo_energy_ev": -3.9, "species": ["C", "C", "C", "C", "C", "C", "In", "N", "C", "O", "P", "C", "C", "C", "C", "H", "H", "H", "H", "H", "H", "H", "H", "H", "H", "H", "H", "H", "H", "H", "H", "C", "O", "C", "C", "O", "C", "H", "H", "H", "H", "H", "H", "H", "H", "H", "H", "C", "O", "C", "C", "O", "C", "H", "H", "H", "H", "H", "H", "H", "H", "H", "H"], "coordinates": [[-0.490, -0.447, 6.202], [-0.666, -1.178, 4.878], [0.485, -1.555, 4.194], [0.373, -2.208, 2.996], [-0.841, -2.499, 2.381], [-0.911, -3.208, 1.046], [0.534, -2.504, -0.509], [2.510, -2.010, 0.244], [3.153, -3.005, 0.516], [3.763, -3.866, 1.098], [-0.286, -0.396, -1.722], [-1.182, 0.546, -0.330], [1.291, 0.646, -1.966], [-1.972, -2.120, 3.083], [-1.877, -1.486, 4.306], [0.445, 0.123, 6.129], [-0.393, -1.119, 7.062], [-1.306, 0.277, 6.311], [1.462, -1.333, 4.620], [1.285, -2.517, 2.486], [-0.860, -4.292, 1.232], [-1.925, -3.032, 0.650], [0.673, -3.840, -1.708], [-1.247, -0.051, 0.585], [-0.630, 1.468, -0.105], [-2.172, 0.815, -0.711], [2.113, 0.103, -1.481], [1.562, 0.754, -3.020], [1.196, 1.613, -1.456], [-2.965, -2.315, 2.678], [-2.773, -1.205, 4.862], [-4.942, 1.797, 0.332], [-3.960, 2.817, 0.368], [-4.343, 3.972, -0.359], [-4.795, 5.082, 0.566], [-6.018, 4.756, 1.214], [-5.833, 4.352, 2.559], [-4.651, 1.027, 1.045], [-5.930, 2.177, 0.607], [-4.985, 1.349, -0.667], [-5.122, 3.734, -1.090], [-3.458, 4.311, -0.908], [-4.980, 5.983, -0.029], [-4.016, 5.315, 1.298], [-5.549, 5.211, 3.177], [-5.072, 3.572, 2.644], [-6.780, 3.957, 2.924], [5.101, -0.896, -2.308], [4.220, -0.505, -3.351], [4.892, 0.168, -4.399], [5.093, -0.739, -5.596], [6.016, -1.781, -5.310], [5.377, -3.024, -5.069], [4.552, -1.549, -1.631], [5.970, -1.436, -2.693], [5.432, -0.014, -1.749], [5.848, 0.575, -4.055], [4.256, 1.009, -4.699], [5.520, -0.151, -6.416], [4.136, -1.147, -5.934], [4.966, -3.426, -6.001], [4.581, -2.931, -4.327], [6.127, -3.718, -4.691]], "lowdin_charge": [-0.064, -0.303, -0.054, -0.059, -0.337, -0.258, 0.442, -0.016, -0.565, 0.014, 0.632, -0.398, -0.408, -0.068, -0.077, 0.068, 0.072, 0.069, 0.112, 0.090, 0.041, 0.031, -0.117, -0.004, 0.014, -0.015, -0.024, -0.001, 0.010, 0.107, 0.105, -0.114, -0.195, -0.207, -0.206, -0.194, -0.115, 0.091, 0.081, 0.090, 0.126, 0.127, 0.122, 0.125, 0.086, 0.086, 0.086, -0.097, -0.195, -0.212, -0.209, -0.196, -0.110, 0.071, 0.083, 0.091, 0.123, 0.123, 0.120, 0.126, 0.085, 0.089, 0.087]}


(3)
{"formula": "C7H10", "method": "the ωB97M-V functional and the def2-TZVPD basis", "homo_lumo_gap_ev": 10.33, "e_tot_ha": -272.5679, "lumo_energy_ev": 1.09, "fmax_ha_per_bohr": 0.0361, "homo_energy_ev": -9.2, "species": ["C", "C", "C", "C", "C", "C", "C", "H", "H", "H", "H", "H", "H", "H", "H", "H", "H"], "coordinates": [[-0.936, -0.508, 1.530], [0.308, 0.148, 0.904], [0.715, -1.887, -0.458], [0.952, -0.592, -0.242], [-0.241, 1.211, -2.072], [-0.202, 1.763, -0.889], [-0.092, 1.872, 0.400], [-0.767, -1.426, 2.123], [-1.316, 0.241, 2.220], [-1.712, -0.740, 0.793], [1.119, 0.051, 1.654], [1.469, -2.548, -0.878], [-0.215, -2.360, -0.152], [1.872, -0.141, -0.614], [-1.144, 0.696, -2.377], [0.555, 1.347, -2.791], [-0.366, 2.873, 0.848]], "lowdin_charge": [-0.109, -0.267, 0.010, -0.222, -0.017, -0.206, 0.008, 0.082, 0.066, 0.080, 0.125, 0.057, 0.055, 0.110, 0.067, 0.063, 0.096]}